1.
This record from the OMol25 dataset describes a 6-piece molecular cluster, C33H40F18N5O10 overall at a distorted geometry. The level of theory is ωB97M-V with the def2-TZVPD basis set.

The net charge is +1. Its highest occupied orbital energy is -0.4250 Ha. The HOMO-LUMO gap comes out at 8.2 eV. For the strongest force on any atom, the calculation gives 1.80 eV/A.

```
106
Properties=species:S:1:pos:R:3:mulliken_charge:R:1
C -6.794 -4.449 5.320 -0.99
C -7.257 -4.139 3.876 -0.50
N -6.920 -2.776 3.471 -0.17
C -5.686 -2.442 3.132 0.64
N -5.270 -1.215 2.774 -0.67
C -3.966 -1.326 2.551 -0.24
C -3.087 -0.211 2.178 0.36
C -2.789 0.790 3.105 -0.08
C -1.922 1.769 2.677 -1.09
C -1.416 1.692 1.390 -0.24
N -1.702 0.777 0.469 -0.17
C -2.546 -0.158 0.904 -0.46
N -3.539 -2.578 2.744 0.44
C -2.188 -3.112 2.624 -0.93
C -2.073 -4.192 1.533 -0.30
C -0.812 -4.984 1.731 0.13
F -0.877 -6.316 1.483 -0.28
C 0.360 -4.477 2.211 0.42
F 1.143 -3.651 1.547 -0.10
F 0.876 -4.750 3.393 -0.22
N -4.639 -3.298 3.110 -0.24
H -5.900 -5.072 5.315 0.30
H -6.543 -3.511 5.818 0.31
H -7.583 -4.921 5.899 0.34
H -6.808 -4.840 3.169 0.30
H -8.335 -4.260 3.821 0.40
H -7.621 -2.054 3.447 0.25
H -3.230 0.770 4.093 0.54
H -1.622 2.579 3.325 0.49
H -0.703 2.458 1.099 0.60
H -2.815 -0.935 0.191 0.49
H -1.526 -2.280 2.403 0.39
H -1.920 -3.573 3.578 0.30
H -2.078 -3.704 0.551 0.29
H -2.907 -4.893 1.586 0.34
H -4.604 -4.279 3.336 0.29
C 0.667 0.610 -1.545 -0.98
C 1.915 1.426 -1.303 -0.22
O 3.116 0.648 -1.510 -0.30
C 3.509 0.495 -2.766 0.40
O 2.969 0.931 -3.739 -0.53
C 4.838 -0.293 -2.759 0.82
F 4.773 -1.359 -1.953 -0.27
F 5.801 0.515 -2.302 -0.23
F 5.173 -0.719 -3.969 -0.26
H 0.675 -0.289 -0.927 0.19
H -0.215 1.193 -1.303 0.27
H 0.598 0.294 -2.587 0.41
H 1.966 1.750 -0.265 0.29
H 1.941 2.318 -1.928 0.41
C -7.199 3.741 -1.313 -1.11
C -6.743 5.069 -0.751 -0.21
O -5.538 4.925 0.035 -0.32
C -4.408 4.852 -0.648 0.21
O -4.272 4.888 -1.833 -0.50
C -3.219 4.753 0.329 1.04
F -3.446 3.852 1.302 -0.23
F -2.991 5.932 0.913 -0.27
F -2.107 4.390 -0.304 -0.23
H -7.324 3.012 -0.511 0.29
H -8.148 3.861 -1.832 0.38
H -6.469 3.341 -2.016 0.32
H -7.484 5.471 -0.065 0.33
H -6.584 5.806 -1.537 0.33
C 3.919 -3.364 2.464 -1.09
C 4.795 -2.223 1.992 -0.04
O 4.860 -1.173 2.977 -0.30
C 5.700 -1.371 3.985 0.30
O 6.401 -2.322 4.158 -0.51
C 5.681 -0.145 4.922 0.90
F 4.425 0.246 5.178 -0.25
F 6.325 0.878 4.349 -0.25
F 6.273 -0.425 6.074 -0.24
H 2.939 -2.989 2.742 0.23
H 3.812 -4.108 1.675 0.40
H 4.346 -3.849 3.341 0.39
H 4.373 -1.757 1.104 0.13
H 5.799 -2.563 1.740 0.35
C 6.161 2.566 -0.309 -0.93
C 6.443 3.928 0.282 -0.37
O 5.533 4.916 -0.255 -0.33
C 4.323 4.937 0.273 0.39
O 3.899 4.228 1.139 -0.54
C 3.492 6.065 -0.374 0.91
F 3.621 6.063 -1.703 -0.25
F 3.896 7.254 0.085 -0.26
F 2.201 5.919 -0.081 -0.24
H 6.198 2.609 -1.394 0.32
H 6.897 1.843 0.042 0.44
H 5.169 2.216 -0.023 0.20
H 7.438 4.272 0.012 0.35
H 6.381 3.917 1.369 0.33
C 2.780 -0.361 -6.377 -0.72
C 2.184 -1.742 -6.519 -0.27
O 1.054 -1.753 -7.418 -0.33
C 1.340 -1.781 -8.710 0.33
O 2.425 -1.803 -9.208 -0.50
C 0.032 -1.830 -9.528 0.91
F -0.859 -0.941 -9.075 -0.25
F -0.517 -3.049 -9.436 -0.25
F 0.266 -1.571 -10.807 -0.24
H 2.019 0.355 -6.072 0.28
H 3.571 -0.369 -5.639 0.04
H 3.196 -0.018 -7.325 0.38
H 1.789 -2.087 -5.564 0.30
H 2.925 -2.470 -6.850 0.33
```

2.
This record from the OMol25 dataset describes a 2-piece molecular cluster, C33H40NO9P overall at a distorted geometry. The level of theory is ωB97M-V with the def2-TZVPD basis set.

Its highest occupied orbital energy is -0.3263 Ha. As for the SMILES: CC(=O)N(C)c1ccc2c(c1)C(=O)c1c(COc3ccccc3)cc(CCCO)cc1C2=O.CCOP(=O)(OCC)OCC. The HOMO-LUMO gap comes out at 8.0 eV. For the strongest force on any atom, the calculation gives 6.75 eV/A.

```
84
Properties=species:S:1:pos:R:3:mulliken_charge:R:1
C 1.006 4.505 1.303 -0.92
C 2.464 4.068 1.357 0.78
O 3.262 4.558 0.599 -0.56
N 2.805 3.049 2.307 -0.01
C 4.275 2.923 2.372 -0.92
C 2.225 1.818 1.769 -0.66
C 1.407 1.036 2.571 -0.39
C 0.883 -0.154 2.075 -0.57
C 1.189 -0.533 0.776 0.39
C 2.000 0.244 -0.051 -0.72
C 2.511 1.428 0.465 -0.07
C 2.369 -0.165 -1.456 0.58
O 3.296 0.411 -1.976 -0.58
C 1.584 -1.278 -2.073 0.53
C 1.577 -1.594 -3.438 0.82
C 2.360 -0.793 -4.471 -1.58
O 3.374 -1.602 -5.086 -0.50
C 4.280 -2.100 -4.156 0.47
C 5.249 -1.234 -3.660 -0.30
C 6.182 -1.675 -2.737 -0.51
C 6.144 -2.998 -2.300 -0.55
C 5.168 -3.843 -2.802 -0.51
C 4.232 -3.423 -3.744 -0.24
C 0.848 -2.669 -3.922 -0.45
C 0.096 -3.479 -3.071 0.66
C -0.640 -4.663 -3.658 -1.06
C -1.578 -4.216 -4.818 -0.43
C -3.006 -4.762 -4.648 -0.85
O -3.474 -4.481 -3.331 -0.51
C 0.069 -3.148 -1.723 -1.30
C 0.791 -2.074 -1.225 -0.33
C 0.664 -1.829 0.255 0.38
O 0.127 -2.639 0.975 -0.68
H 0.380 3.616 1.191 0.15
H 0.881 5.138 0.426 0.34
H 0.775 5.046 2.222 0.32
H 4.695 3.920 2.521 0.37
H 4.574 2.331 3.239 0.30
H 4.714 2.527 1.453 0.35
H 1.206 1.342 3.591 0.45
H 0.255 -0.730 2.737 0.94
H 3.152 2.027 -0.176 0.72
H 2.735 0.162 -4.110 0.38
H 1.662 -0.566 -5.286 0.56
H 5.237 -0.204 -3.998 0.37
H 6.928 -0.989 -2.349 0.39
H 6.862 -3.362 -1.574 0.41
H 5.132 -4.882 -2.489 0.37
H 3.490 -4.104 -4.144 0.46
H 0.879 -2.899 -4.983 0.52
H 0.123 -5.326 -4.086 0.35
H -1.150 -5.240 -2.886 0.48
H -1.128 -4.475 -5.781 0.36
H -1.644 -3.122 -4.777 0.33
H -3.646 -4.234 -5.365 0.39
H -2.998 -5.831 -4.866 0.35
H -3.888 -3.615 -3.381 0.31
H -0.514 -3.752 -1.035 0.54
C -3.686 4.951 5.388 -0.95
C -2.974 3.620 5.548 -0.26
O -3.530 2.615 4.697 -0.29
P -3.189 2.655 3.101 0.90
O -1.723 2.399 3.029 -0.54
O -3.749 1.181 2.640 -0.35
C -3.021 0.394 1.694 -0.38
C -2.378 -0.786 2.387 -0.76
O -4.544 3.409 2.632 -0.37
C -5.831 2.792 2.495 -0.17
C -6.454 2.369 3.805 -0.92
H -3.532 5.361 4.387 0.27
H -3.313 5.675 6.115 0.41
H -4.761 4.834 5.526 0.19
H -1.904 3.726 5.352 0.21
H -3.088 3.260 6.570 0.32
H -2.273 0.996 1.176 0.30
H -3.735 0.042 0.945 0.36
H -1.751 -0.459 3.215 0.16
H -1.769 -1.359 1.689 0.09
H -3.138 -1.447 2.807 0.46
H -5.796 1.970 1.784 0.21
H -6.463 3.556 2.037 0.35
H -5.935 1.514 4.235 0.26
H -7.494 2.084 3.642 0.41
H -6.421 3.180 4.533 0.18
```

3.
This record from the OMol25 dataset describes C33H41AsBMnN5OPS as an isolated structure at a distorted geometry. The level of theory is ωB97M-V with the def2-TZVPD basis set.

As for the multiplicity: 2. The net charge is +1. Its highest occupied orbital energy (spin up / spin down) is -0.4041 / -0.3916 Ha. The HOMO-LUMO gap (spin up / spin down) comes out at 8.6 / 8.2 eV. The value obtained for the energy relative to the best compared isomer or geometry (same formula, charge and spin) is 0.000 eV. For the strongest force on any atom, the calculation gives 1.65 eV/A.

```
85
Properties=species:S:1:pos:R:3:mulliken_charge:R:1
Mn -0.553 0.232 -0.189 -0.80
B -1.916 2.951 1.099 0.15
N -1.531 1.804 2.080 -0.25
C -1.387 1.839 3.399 -0.37
C -1.211 0.541 3.866 -1.40
C -1.250 -0.238 2.721 -0.34
N -1.474 0.523 1.629 1.37
N -0.696 3.171 0.147 -0.39
C -0.170 4.320 -0.276 -0.60
C 0.810 4.050 -1.220 -1.27
C 0.819 2.666 -1.308 -0.74
N -0.095 2.138 -0.488 1.65
H -2.859 2.585 0.439 -0.09
H -2.120 3.956 1.729 -0.16
H -1.434 2.779 3.925 0.49
H -1.078 0.218 4.884 0.52
H -1.153 -1.306 2.611 0.28
H -0.533 5.256 0.116 0.51
H 1.424 4.753 -1.754 0.53
H 1.436 2.022 -1.916 0.36
C -3.147 0.807 -1.946 -0.79
C -2.328 0.540 -3.198 0.35
C -1.623 1.804 -3.676 -1.53
C -1.385 -0.645 -2.992 -0.61
C -0.733 -1.120 -4.290 -0.72
O 0.684 -1.032 -4.037 -0.51
C 0.848 -0.615 -2.776 0.83
N -0.216 -0.374 -2.103 0.82
C 2.277 -0.547 -2.379 -0.44
C 3.211 -0.584 -3.419 -0.83
C 4.566 -0.633 -3.152 -0.79
C 5.008 -0.686 -1.838 -0.75
C 4.087 -0.642 -0.806 -0.56
C 2.719 -0.541 -1.053 0.23
P 1.622 -0.362 0.396 2.26
C 2.101 -1.800 1.404 0.99
C 1.645 -3.056 1.003 -0.83
C 2.034 -4.195 1.688 -0.93
C 2.880 -4.092 2.784 -0.60
C 3.339 -2.848 3.188 -0.78
C 2.954 -1.704 2.501 -0.12
C 2.319 1.079 1.269 0.40
C 3.186 1.998 0.687 -0.76
C 3.574 3.134 1.385 -0.67
C 3.097 3.366 2.665 -0.82
C 2.226 2.457 3.250 -1.05
C 1.837 1.324 2.554 -0.81
H -3.842 1.634 -2.095 0.51
H -2.532 1.107 -1.090 0.13
H -3.714 -0.076 -1.648 -0.16
H -3.015 0.212 -3.988 0.57
H -0.967 2.200 -2.905 0.18
H -2.353 2.578 -3.916 0.52
H -1.025 1.632 -4.575 0.38
H -1.942 -1.454 -2.520 0.42
H -0.963 -0.488 -5.145 0.40
H -0.959 -2.156 -4.535 0.33
H 2.866 -0.587 -4.442 0.57
H 5.274 -0.650 -3.970 0.44
H 6.064 -0.757 -1.616 0.44
H 4.437 -0.678 0.218 0.52
H 0.989 -3.151 0.147 0.40
H 1.676 -5.165 1.366 0.46
H 3.184 -4.982 3.320 0.41
H 4.005 -2.763 4.037 0.45
H 3.323 -0.740 2.825 0.44
H 3.563 1.844 -0.314 0.27
H 4.250 3.841 0.921 0.45
H 3.400 4.253 3.205 0.42
H 1.844 2.631 4.248 0.49
H 1.151 0.627 3.018 0.98
C -4.613 -3.003 -0.810 -1.11
As -3.509 -2.344 0.608 0.74
C -3.666 -3.632 2.017 -1.14
C -4.326 -0.741 1.264 -0.87
S -1.500 -2.159 0.009 -0.39
H -5.628 -3.159 -0.448 0.44
H -4.192 -3.944 -1.157 0.37
H -4.615 -2.281 -1.625 0.37
H -4.715 -3.847 2.211 0.41
H -3.194 -3.230 2.911 0.38
H -3.145 -4.537 1.711 0.39
H -5.219 -1.005 1.830 0.54
H -4.591 -0.096 0.431 0.37
H -3.612 -0.226 1.902 0.06
```

Q: Among the records above, which one has the lowest strongest force on any atom?
A: C33H41AsBMnN5OPS

Q: Which of these has the highest strongest force on any atom?
A: C33H40NO9P